No. 1
Density functional theory data (ωB97M-V/def2-TZVPD) for a molecular structure, C22H22BrN4RuS3 at a distorted geometry.

Last column: Mulliken charge in e.
CARTESIAN COORDINATES (ANGSTROEM)
Ru1 0.29120 -0.05720 -0.43620  0.173
C1 0.24620 1.79810 2.43660  -1.363
N1 0.03690 0.40140 2.04860  1.530
C2 -1.31840 -0.06070 2.34770  -1.209
C3 -2.33350 0.40230 1.29410  -1.245
N2 -2.13000 -0.22180 -0.01510  1.536
C4 -2.66330 -1.58370 -0.09130  -1.477
C5 -2.66540 0.55900 -1.11000  0.035
C6 -3.78020 1.37000 -0.96220  -0.203
C7 -4.27120 2.10800 -2.02730  -0.907
C8 -3.66400 2.01960 -3.26870  -0.632
C9 -2.56570 1.20010 -3.44110  -0.795
C10 -2.05450 0.46710 -2.37200  0.842
S1 -0.68510 -0.58100 -2.66010  -0.404
C11 1.08290 -0.39630 2.63920  -1.258
C12 0.93850 -0.98270 3.89250  0.177
C13 1.94510 -1.76230 4.43650  -0.923
C14 3.13080 -1.94080 3.74130  -0.612
C15 3.30650 -1.33090 2.51660  -0.670
C16 2.29710 -0.55580 1.94620  0.975
S2 2.62700 0.19520 0.40630  -0.217
H1 0.19800 1.90520 3.52920  0.314
H2 -0.51020 2.43920 1.99120  0.319
H3 1.22310 2.12160 2.07980  0.273
H4 -1.66920 0.31510 3.32160  0.367
H5 -1.30560 -1.15400 2.37500  0.540
H6 -2.23870 1.48610 1.16880  0.587
H7 -3.33470 0.17190 1.68670  0.351
H8 -3.73290 -1.60460 0.15400  0.279
H9 -2.13770 -2.24470 0.59590  0.364
H10 -2.52830 -1.96250 -1.10440  0.349
H11 -4.28500 1.42950 -0.01020  0.416
H12 -5.12760 2.74750 -1.88480  0.402
H13 -4.04930 2.58320 -4.10400  0.386
H14 -2.06270 1.13020 -4.39390  0.463
H15 0.02570 -0.83800 4.45230  0.368
H16 1.80500 -2.23170 5.39870  0.411
H17 3.92060 -2.54470 4.16030  0.411
H18 4.22310 -1.45440 1.96200  0.460
S3 -0.20890 4.69750 -0.35480  -0.462
C17 -0.00140 3.15360 -0.67460  0.218
N3 0.12250 2.01110 -0.91130  -0.464
Br1 -0.08350 -6.99110 -0.38650  -0.140
C18 0.21910 -5.11920 -0.24800  0.119
C19 0.14990 -4.48360 0.98580  -0.955
C20 0.43010 -3.13490 1.04320  0.100
N4 0.76670 -2.39490 -0.02380  0.534
C21 0.84150 -3.03200 -1.20280  -0.567
C22 0.55510 -4.36860 -1.37210  -0.766
H19 -0.07880 -5.03060 1.88610  0.508
H20 0.42330 -2.63300 1.99990  0.317
H21 1.15540 -2.43590 -2.05140  0.674
H22 0.62160 -4.81760 -2.34940  0.472

Summary:
spin multiplicity: 2
LUMO (spin up / spin down): -1.3 / -1.2 eV
HOMO-LUMO gap (spin up / spin down): 6.3 / 6.3 eV
total charge: 0

***

No. 2
Density functional theory data (ωB97M-V/def2-TZVPD) for a molecular structure, C22H22CdI2N3O2S.

Last column: Mulliken charge in e.
CARTESIAN COORDINATES (ANGSTROEM)
Cd1 0.18313 0.06851 -0.05934  1.512
I1 -6.16950 -0.72310 3.32454  0.114
C1 -4.59045 -0.93178 1.97315  -0.517
C2 -3.83611 -2.09563 1.96628  -0.322
C3 -2.76287 -2.20606 1.09956  -0.244
I2 -1.53401 -3.89025 1.14444  0.073
C4 -2.40548 -1.17406 0.21538  0.049
O1 -1.37450 -1.28908 -0.60090  -0.833
C5 -3.16064 0.01669 0.28532  1.010
C6 -2.68446 1.20910 -0.49034  -1.216
N1 -1.42959 1.76936 0.10221  -0.678
C7 -1.58040 2.17234 1.50858  -1.062
C8 -1.33740 1.03863 2.48515  0.937
C9 -2.09904 0.90407 3.63391  -0.698
C10 -1.80493 -0.11790 4.52072  -0.445
C11 -0.75338 -0.97554 4.23746  -0.722
C12 -0.04721 -0.78282 3.06740  -0.282
N2 -0.32972 0.20631 2.21268  -0.063
C13 -4.24792 0.11987 1.13979  -0.507
H1 -4.07748 -2.90956 2.63642  0.391
H2 -2.44728 0.93896 -1.52001  0.293
H3 -3.45934 1.98061 -0.49876  0.495
H4 -1.17611 2.58129 -0.44986  0.265
H5 -0.83993 2.94964 1.71349  0.487
H6 -2.56797 2.60368 1.69388  0.348
H7 -2.92820 1.57509 3.81499  0.424
H8 -2.39952 -0.24983 5.41478  0.450
H9 -0.49658 -1.79245 4.89615  0.438
H10 0.76276 -1.44622 2.79009  0.486
H11 -4.82104 1.03962 1.16562  0.439
S1 4.90647 0.50306 -0.04510  -0.182
C14 3.26838 0.91038 0.20774  -0.287
N3 2.39989 -0.00093 -0.11247  0.412
C15 3.02286 -1.14872 -0.59168  0.281
C16 2.37822 -2.32159 -0.99112  -0.574
C17 3.15659 -3.36930 -1.42969  -0.833
C18 4.55442 -3.26592 -1.47507  -0.532
C19 5.20116 -2.11641 -1.07517  -0.532
C20 4.41635 -1.05502 -0.62898  0.585
H12 2.99047 1.87542 0.60608  0.412
H13 1.29658 -2.40502 -0.94498  0.450
H14 2.68404 -4.29087 -1.74080  0.441
H15 5.13645 -4.10711 -1.82547  0.400
H16 6.27934 -2.04168 -1.10392  0.426
C21 0.05044 0.24113 -4.85126  -1.267
C22 0.87416 -0.18013 -3.65456  -0.310
O2 0.11962 -0.08607 -2.43649  -0.419
H17 0.65072 0.18193 -5.75927  0.411
H18 -0.30303 1.26546 -4.73521  0.294
H19 -0.81298 -0.41413 -4.97755  0.356
H20 1.73521 0.47430 -3.52007  0.288
H21 1.24498 -1.20137 -3.77414  0.334
H22 -0.62898 -0.70532 -2.43641  0.219

Summary:
energy relative to the best compared isomer or geometry (same formula, charge and spin): 0.0733 eV
spin multiplicity: 1
LUMO: -2.8 eV
HOMO-LUMO gap: 7.5 eV
total charge: +1

***

No. 3
Density functional theory data (ωB97M-V/def2-TZVPD) for 5 unconnected molecules or ions with the total composition C22H22F6O14 at a distorted geometry.

Last column: Mulliken charge in e.
CARTESIAN COORDINATES (ANGSTROEM)
O1 -0.03443 -3.93520 -0.96936  -0.476
C1 -0.56086 -4.48555 -1.97602  0.323
O2 -0.47303 -5.87413 -2.26321  -0.347
C2 0.73016 -6.07491 -3.08041  0.016
F1 0.33288 -6.68846 -4.30996  -0.268
C3 -1.32737 -3.46303 -2.98407  1.060
F2 -2.32683 -4.14348 -3.77487  -0.310
F3 -2.01833 -2.42975 -2.27549  -0.180
C4 -0.16376 -2.84347 -3.91294  -0.155
C5 0.04321 -3.48978 -5.30359  -0.343
C6 1.19767 -2.92208 -6.18138  -0.699
C7 2.02536 -1.74011 -5.62826  -0.612
C8 1.79824 -1.10053 -4.20774  -0.115
C9 2.71348 0.10897 -3.68945  0.719
F4 2.18963 0.60177 -2.46523  -0.246
F5 4.02654 -0.41410 -3.45908  -0.244
F6 2.84257 1.10272 -4.69342  -0.227
C10 0.65352 -1.67821 -3.31227  0.087
H1 1.44442 -6.75926 -2.49326  0.255
H2 1.28051 -5.09096 -3.29509  0.205
H3 -0.63447 -4.36364 -5.58892  0.398
H4 1.37380 -3.41747 -7.19999  0.324
H5 2.85984 -1.27350 -6.25035  0.345
H6 0.42624 -1.30924 -2.26049  0.432
C11 -3.84726 1.70865 -1.49704  -0.333
C12 -4.66879 0.46732 -1.66879  -0.292
O3 -4.16167 -0.08868 -2.87406  -0.301
C13 -2.89674 0.38665 -3.03388  0.698
O4 -2.12213 -0.01183 -3.85972  -0.528
O5 -2.62280 1.37275 -2.13560  -0.305
H7 -3.68265 1.95835 -0.44775  0.295
H8 -4.28444 2.57391 -2.00377  0.266
H9 -4.51762 -0.25049 -0.85716  0.233
H10 -5.73479 0.68179 -1.75803  0.292
C14 2.50948 0.72490 0.78459  -0.131
C15 1.73616 -0.48157 1.21996  -0.246
O6 1.59979 -0.28493 2.62143  -0.333
C16 1.71693 1.05028 2.85157  0.624
O7 1.48453 1.57785 3.90479  -0.500
O8 2.12897 1.71027 1.73633  -0.285
H11 2.25256 1.04186 -0.22604  0.172
H12 3.59109 0.57370 0.84565  0.237
H13 0.73983 -0.52562 0.77023  0.188
H14 2.26207 -1.41333 1.00690  0.298
C17 2.50620 4.60750 3.31033  -0.003
C18 2.09186 4.58934 4.74967  -0.178
O9 2.44977 5.88849 5.20278  -0.348
C19 2.48362 6.69912 4.10967  0.567
O10 2.58830 7.89161 4.15536  -0.532
O11 2.38221 5.97949 2.95852  -0.340
H15 1.86557 3.98678 2.68454  0.131
H16 3.54657 4.29901 3.16979  0.171
H17 1.01320 4.45616 4.87301  0.264
H18 2.61145 3.82080 5.32300  0.274
C20 -2.12011 0.49156 6.50328  -0.337
C21 -1.68070 0.11166 5.12254  0.032
O12 -2.75020 0.56944 4.30648  -0.303
C22 -3.38026 1.56204 4.99309  0.631
O13 -4.22027 2.27763 4.52722  -0.536
O14 -2.93114 1.63653 6.27666  -0.325
H19 -1.28046 0.73297 7.15678  0.306
H20 -2.72806 -0.28427 6.97810  0.256
H21 -0.76160 0.62220 4.82023  -0.025
H22 -1.54101 -0.96484 5.01148  0.300

Summary:
energy relative to the best compared isomer or geometry (same formula, charge and spin): 4.2079 eV
spin multiplicity: 1
LUMO: -0.9 eV
SMILES string: O=C(OCF)C(F)(F)c1cccc(C(F)(F)F)c1.O=C1OCCO1.O=C1OCCO1.O=C1OCCO1.O=C1OCCO1
HOMO-LUMO gap: 9.1 eV
total charge: 0

***

No. 4
Density functional theory data (ωB97M-V/def2-TZVPD) for a molecular structure, C22H22FeN6O at a distorted geometry.

Last column: Mulliken charge in e.
CARTESIAN COORDINATES (ANGSTROEM)
Fe1 0.22504 0.21787 -1.04669  -0.498
C1 -1.29530 -2.04849 -2.38686  -1.416
C2 -2.28149 -1.05327 -1.85662  1.387
C3 -3.65582 -1.21887 -1.97118  -0.830
C4 -4.49652 -0.25288 -1.44919  -0.634
C5 -3.96200 0.87360 -0.82332  -0.621
C6 -2.59570 0.99763 -0.75330  0.234
N1 -1.78475 0.03932 -1.25823  0.210
C7 -1.85374 2.14761 -0.20170  0.824
C8 -2.38442 3.29204 0.36383  -0.679
C9 -1.50968 4.30060 0.75478  -0.835
C10 -0.14055 4.16037 0.55699  -0.653
C11 0.32370 2.98525 -0.00578  0.936
N2 -0.53109 2.01507 -0.34328  0.264
C12 1.72095 2.65034 -0.34180  0.256
C13 2.82275 3.42424 -0.07191  -0.637
C14 4.07610 2.97005 -0.48563  -0.582
C15 4.18633 1.76387 -1.14915  -0.742
C16 3.03992 1.01334 -1.38612  1.004
C17 3.08293 -0.30606 -2.09712  -1.194
N3 1.84347 1.46154 -0.98025  0.243
H1 -1.63721 -2.49632 -3.31847  0.514
H2 -1.13433 -2.84650 -1.66099  0.220
H3 -0.31696 -1.58362 -2.60175  0.227
H4 -4.05014 -2.08617 -2.48336  0.545
H5 -5.56973 -0.35735 -1.54256  0.498
H6 -4.61475 1.63493 -0.42106  0.475
H7 -3.45064 3.41026 0.49312  0.462
H8 -1.89960 5.20810 1.19664  0.486
H9 0.53685 4.95673 0.82994  0.448
H10 2.72954 4.36638 0.44898  0.451
H11 4.95679 3.56863 -0.29250  0.497
H12 5.14487 1.39803 -1.49211  0.509
H13 3.60168 -0.21945 -3.05206  0.508
H14 2.07566 -0.69762 -2.31519  0.029
H15 3.61588 -1.05353 -1.50759  0.338
C18 2.50529 -1.37301 2.24511  -0.779
N4 1.22580 -2.09691 2.14405  0.053
C19 0.93623 -3.09900 3.03083  -0.178
C20 -0.22869 -3.77202 2.96983  -0.860
C21 -1.14978 -3.39294 1.95330  0.833
N5 -0.85200 -2.39310 1.09136  -0.270
C22 0.29760 -1.78904 1.21013  0.200
O1 0.61365 -0.79904 0.39467  -0.051
N6 -2.31843 -3.99356 1.81933  -0.333
H16 3.21891 -2.00742 2.76158  0.364
H17 2.36929 -0.44824 2.80329  0.307
H18 2.87557 -1.14952 1.25043  0.191
H19 1.69049 -3.30659 3.77697  0.437
H20 -0.44763 -4.56366 3.67124  0.389
H21 -2.58694 -4.75858 2.41865  0.243
H22 -2.96740 -3.69301 1.11070  0.210

Summary:
spin multiplicity: 6
LUMO (spin up / spin down): -9.6 / -11.6 eV
HOMO-LUMO gap (spin up / spin down): 8.2 / 6.2 eV
total charge: +3